(1)
ORCA calculation (the ωB97M-V functional and the def2-TZVPD basis) on C2H6N2O2 in the gas phase.

Atoms and positions in Å:
C (-1.14889, -0.67110, 0.29136)
C (1.24126, -0.07237, 0.13426)
H (-1.74591, -1.15123, -0.41258)
H (-1.42394, -0.94616, 1.32469)
H (-1.48541, 0.34380, -0.06076)
H (0.28467, -2.20635, -0.27218)
H (1.38439, 1.91371, 0.50161)
H (0.03959, 1.36630, -1.28191)
N (0.27170, -1.03240, -0.26469)
N (0.64274, 1.24158, 0.68060)
O (2.37338, -0.26558, -0.14272)
O (-0.43359, 1.47979, -0.49768)

Atoms 1-3, force components in eV/Å:
C 0.19 -0.20 -0.97
C -2.37 -1.79 -0.77
H -1.45 -1.96 -0.73

As for the LUMO energy: 0.6 eV. The calculation puts the largest force on an atom at 5.087 eV Å⁻¹. Its structure (SMILES) is CNC(=O)NO. The HOMO energy comes out at -9.947 eV. The frontier orbital gap comes out at 10.53 eV. The relative energy (zero: lowest compared OMol25 entry of this formula, charge and spin) comes out at 5.228 eV.



(2)
ORCA calculation (the ωB97M-V functional and the def2-TZVPD basis) on 2 unconnected molecules or ions with the total composition C2H6N2O2.

Atoms and positions in Å:
C (-1.75713, 0.92272, -0.07629)
C (1.67208, -0.77724, 0.40718)
N (-1.77610, -0.47328, -0.28636)
N (-0.85391, -1.24562, -0.06367)
O (-0.54153, -2.37572, -0.15610)
O (0.51214, -0.06825, 0.42279)
H (-2.74511, 1.34477, -0.13403)
H (-1.02215, 1.36651, -0.74928)
H (-1.30964, 1.01840, 0.93281)
H (2.11978, -0.57268, -0.55008)
H (1.41295, -1.86514, 0.34819)
H (2.18968, -0.77336, 1.28762)

Atoms 1-3, force components in eV/Å:
C 1.93 0.40 1.47
C -2.09 -1.94 -2.56
N -0.67 -3.84 -0.68

As for the LUMO energy (alpha / beta): 0.0 / 0.0 eV. The calculation puts the largest force on an atom at 4.596 eV Å⁻¹. The HOMO energy (alpha / beta) comes out at -9.648 / -9.650 eV. The frontier orbital gap (alpha / beta) comes out at 9.67 / 9.67 eV. The relative energy (zero: lowest compared OMol25 entry of this formula, charge and spin) comes out at 6.386 eV.



(3)
ORCA calculation (the ωB97M-V functional and the def2-TZVPD basis) on 2 unconnected molecules or ions with the total composition C2H6N2O2.

Atoms and positions in Å:
C (1.89419, 0.98508, -0.32091)
C (-1.66202, -1.09108, -0.11597)
N (1.14370, -0.07223, 0.29160)
N (-1.02496, 0.15448, -0.16264)
O (1.33315, -1.23087, -0.02828)
O (-1.39022, 1.16922, 0.42993)
H (2.53624, 0.66921, -1.20557)
H (2.42783, 1.54314, 0.53597)
H (1.30767, 1.90627, -0.46478)
H (-2.35627, -1.42857, 0.85919)
H (-0.83782, -1.72616, -0.33330)
H (-2.39909, -1.11154, -0.86398)

Atoms 1-3, force components in eV/Å:
C 1.74 1.28 -0.06
C -2.26 -1.27 4.01
N -0.38 -1.14 1.20

As for the LUMO energy (alpha / beta): -0.5 / -0.5 eV. The calculation puts the largest force on an atom at 4.778 eV Å⁻¹. Its structure (SMILES) is CN=O.CN=O. The HOMO energy (alpha / beta) comes out at -8.560 / -8.557 eV. The frontier orbital gap (alpha / beta) comes out at 8.09 / 8.09 eV. The relative energy (zero: lowest compared OMol25 entry of this formula, charge and spin) comes out at 7.395 eV.



(4)
ORCA calculation (the ωB97M-V functional and the def2-TZVPD basis) on C2H6N2O2 in the gas phase.

Atoms and positions in Å:
C (0.51045, 0.06296, -0.63554)
C (0.35241, 1.53405, -0.89502)
N (-0.08209, -1.74725, 0.87164)
N (-0.21987, -0.45596, 0.43789)
O (1.35405, -0.63384, -1.17966)
O (-1.33890, 0.20219, 1.08685)
H (1.36058, 1.93049, -0.62656)
H (0.12546, 1.89220, -1.97016)
H (-0.37015, 2.00249, -0.04500)
H (-0.10998, -2.53598, 0.17611)
H (0.55138, -1.88600, 1.61409)
H (-2.13334, -0.36536, 1.16537)

Atoms 1-3, force components in eV/Å:
C -0.01 -0.33 0.04
C -1.03 2.14 1.42
N -1.17 -1.08 -1.53

As for the LUMO energy: 0.8 eV. The calculation puts the largest force on an atom at 3.051 eV Å⁻¹. Its structure (SMILES) is CC(=O)N(N)O. The HOMO energy comes out at -9.227 eV. The frontier orbital gap comes out at 9.99 eV. The relative energy (zero: lowest compared OMol25 entry of this formula, charge and spin) comes out at 3.763 eV.



(5)
ORCA calculation (the ωB97M-V functional and the def2-TZVPD basis) on C2H6N2O2 in the gas phase.

Atoms and positions in Å:
C (0.00834, 0.60443, 0.86239)
C (-0.33890, 0.80314, -0.72597)
H (1.35068, -0.97022, 0.94657)
H (1.88528, 0.54710, 0.49499)
H (-0.68010, -0.15066, 1.36404)
H (0.03248, 1.71131, 1.21630)
H (-0.97838, -0.62382, -2.21227)
H (-1.07695, -1.78889, 0.07704)
N (1.31734, 0.08248, 1.12760)
N (-0.80682, -0.44638, -1.20683)
O (-0.45341, 1.76986, -1.39037)
O (-0.25956, -1.53835, -0.55349)

Atoms 1-3, force components in eV/Å:
C -0.41 1.74 -0.66
C -1.38 -3.83 2.02
H 0.06 2.25 0.07

As for the LUMO energy: 0.5 eV. The calculation puts the largest force on an atom at 4.540 eV Å⁻¹. Its structure (SMILES) is NCC(=O)NO. The HOMO energy comes out at -9.056 eV. The frontier orbital gap comes out at 9.53 eV. The relative energy (zero: lowest compared OMol25 entry of this formula, charge and spin) comes out at 3.435 eV.



(6)
ORCA calculation (the ωB97M-V functional and the def2-TZVPD basis) on a molecular structure, C2H6N2O2.

Atoms and positions in Å:
C (-0.34451, -1.13557, 0.40996)
C (0.56534, 0.28192, -0.52063)
N (-0.03188, 1.43323, -0.02109)
N (1.91919, 0.04965, -0.15403)
O (2.49330, -0.86926, -0.64669)
O (2.37947, 0.75544, 0.66572)
H (-0.39088, -1.80586, -0.39398)
H (0.40374, -1.09606, 1.12744)
H (-1.26164, -0.64887, 0.57014)
H (0.37930, 0.12526, -1.65233)
H (-0.30325, 2.07639, -0.71694)
H (0.38236, 1.76211, 0.76316)

Atoms 1-3, force components in eV/Å:
C 1.99 3.66 -3.45
C -4.66 -2.69 -1.10
N -1.20 -1.23 -2.41

As for the LUMO energy: 0.4 eV. The calculation puts the largest force on an atom at 5.494 eV Å⁻¹. The HOMO energy comes out at -9.213 eV. The frontier orbital gap comes out at 9.60 eV. The relative energy (zero: lowest compared OMol25 entry of this formula, charge and spin) comes out at 5.507 eV.



(7)
ORCA calculation (the ωB97M-V functional and the def2-TZVPD basis) on 2 unconnected molecules or ions with the total composition C2H6N2O2.

Atoms and positions in Å:
O (-3.48722, 2.80040, 1.28403)
C (-2.75462, 2.02428, 0.62397)
N (-3.14123, 1.05735, -0.15946)
H (-1.64000, 2.02679, 0.69682)
H (-4.11107, 0.95155, -0.46722)
H (-2.38694, 0.60270, -0.67992)
O (3.19429, -0.17607, -1.00610)
C (2.60528, -1.18652, -0.60139)
N (3.22510, -1.99798, 0.20231)
H (1.56277, -1.44389, -0.90899)
H (4.18418, -1.80943, 0.50419)
H (2.74947, -2.84919, 0.51175)

Atoms 1-3, force components in eV/Å:
O 1.74 -1.86 -1.79
C -0.55 3.25 3.32
N -0.53 -1.95 -2.17

As for the LUMO energy: 0.4 eV. The calculation puts the largest force on an atom at 4.678 eV Å⁻¹. Its structure (SMILES) is NC=O.NC=O. The HOMO energy comes out at -9.892 eV. The frontier orbital gap comes out at 10.29 eV. The relative energy (zero: lowest compared OMol25 entry of this formula, charge and spin) comes out at 0.808 eV.



(8)
ORCA calculation (the ωB97M-V functional and the def2-TZVPD basis) on 2 unconnected molecules or ions with the total composition C2H6N2O2S.

Atoms and positions in Å:
C (-1.74295, 0.15181, -1.21864)
C (-2.15272, 1.18953, -0.31615)
N (-1.17947, -0.57575, -1.88223)
N (-1.03396, 2.09002, 0.03167)
O (0.91058, -1.56057, 1.13109)
O (2.91623, -2.60585, -0.22686)
S (1.56078, -2.95121, 0.71625)
H (-2.44784, 0.77338, 0.65203)
H (-2.85118, 1.79921, -0.89175)
H (0.16368, -1.33106, 0.64880)
H (3.83505, -2.43052, 0.06247)
H (-0.25423, 1.45157, 0.42265)
H (-0.66717, 2.28306, -0.87782)

Atoms 1-3, force components in eV/Å:
C 0.11 0.19 0.74
C 0.09 0.99 0.90
N 0.67 -1.45 -1.23

As for the LUMO energy (alpha / beta): 0.3 / -1.8 eV. The calculation puts the largest force on an atom at 3.042 eV Å⁻¹. Its spin multiplicity is 3. The HOMO energy (alpha / beta) comes out at -5.140 / -11.052 eV. The frontier orbital gap (alpha / beta) comes out at 5.48 / 9.27 eV. The relative energy (zero: lowest compared OMol25 entry of this formula, charge and spin) comes out at 3.443 eV.



(9)
ORCA calculation (the ωB97M-V functional and the def2-TZVPD basis) on 2 unconnected molecules or ions with the total composition C2H6N2O3.

Atoms and positions in Å:
C (-0.17938, 0.46608, 1.85931)
C (1.49298, -0.07975, 0.31512)
N (0.22052, -0.06707, 0.57211)
N (-0.98249, -0.44473, -2.33789)
O (-1.61610, -0.47875, -1.20300)
O (-1.54636, -0.91154, -3.26636)
O (0.08886, 0.10393, -2.43746)
H (0.70487, 0.77160, 2.44721)
H (-0.85304, 1.30579, 1.55088)
H (-0.76483, -0.41529, 2.49559)
H (1.88433, -0.17919, -0.71683)
H (2.29623, 0.04822, 1.17780)
H (-0.74559, -0.11928, -0.45648)

Atoms 1-3, force components in eV/Å:
C -1.68 -2.11 1.31
C -0.17 0.06 1.28
N 2.94 0.77 -0.98

As for the LUMO energy: -0.1 eV. The calculation puts the largest force on an atom at 3.279 eV Å⁻¹. Its structure (SMILES) is O=[N+]([O-])O.C=NC. The HOMO energy comes out at -10.075 eV. The frontier orbital gap comes out at 10.01 eV. The relative energy (zero: lowest compared OMol25 entry of this formula, charge and spin) comes out at 6.666 eV.



(10)
ORCA calculation (the ωB97M-V functional and the def2-TZVPD basis) on C2H6N2O3 in the gas phase.

Atoms and positions in Å:
O (-2.19326, -0.53844, 0.85076)
N (-1.22380, 0.08945, 1.30130)
O (-0.97115, 0.57478, -1.99085)
O (0.12582, -0.43029, -1.81103)
N (-0.07070, -0.05027, 0.54917)
C (1.09977, 0.78036, 0.86885)
C (0.06856, -1.07102, -0.54805)
H (-1.12286, 1.05573, -1.12908)
H (1.46542, 1.19690, -0.08320)
H (1.91704, 0.23987, 1.40185)
H (0.77059, 1.61751, 1.51054)
H (-0.81217, -1.77564, -0.54579)
H (0.94675, -1.68894, -0.37446)

Atoms 1-3, force components in eV/Å:
O 2.03 1.19 1.22
N -0.56 -1.22 -2.15
O 0.50 -0.95 0.69

As for the LUMO energy: 0.3 eV. The calculation puts the largest force on an atom at 2.734 eV Å⁻¹. Its structure (SMILES) is CN(COO)N=O. The HOMO energy comes out at -9.811 eV. The frontier orbital gap comes out at 10.15 eV. The relative energy (zero: lowest compared OMol25 entry of this formula, charge and spin) comes out at 7.129 eV.